No. 1
{"formula": "C46H112F6N9NiO18S2", "method": "ωB97M-V/def2-TZVPD", "elements": ["Ni", "C", "F", "F", "F", "S", "O", "O", "N", "S", "O", "O", "C", "F", "F", "F", "C", "C", "C", "O", "C", "N", "H", "H", "H", "H", "H", "H", "H", "H", "H", "H", "H", "C", "C", "C", "O", "C", "N", "H", "H", "H", "H", "H", "H", "H", "H", "H", "H", "H", "C", "O", "C", "C", "N", "C", "C", "O", "C", "H", "H", "H", "H", "H", "H", "H", "H", "H", "H", "H", "H", "H", "H", "H", "C", "O", "C", "C", "N", "C", "C", "O", "C", "H", "H", "H", "H", "H", "H", "H", "H", "H", "H", "H", "H", "H", "H", "H", "C", "O", "C", "C", "N", "C", "C", "O", "C", "H", "H", "H", "H", "H", "H", "H", "H", "H", "H", "H", "H", "H", "H", "H", "C", "O", "C", "C", "N", "C", "C", "O", "C", "H", "H", "H", "H", "H", "H", "H", "H", "H", "H", "H", "H", "H", "H", "H", "C", "O", "C", "C", "N", "C", "C", "O", "C", "H", "H", "H", "H", "H", "H", "H", "H", "H", "H", "H", "H", "H", "H", "H", "C", "O", "C", "C", "N", "C", "C", "O", "C", "H", "H", "H", "H", "H", "H", "H", "H", "H", "H", "H", "H", "H", "H", "H"], "positions_angstrom": [[28.40, 15.35, -23.02], [26.92, 12.95, -19.90], [26.30, 12.62, -18.79], [27.94, 12.12, -20.13], [26.08, 12.90, -20.95], [27.54, 14.76, -19.85], [26.47, 15.54, -20.39], [28.00, 15.03, -18.54], [28.74, 14.65, -21.16], [30.10, 14.65, -20.28], [30.50, 16.02, -20.03], [30.16, 13.71, -19.19], [31.40, 13.90, -21.42], [32.62, 14.22, -21.03], [31.37, 12.59, -21.33], [31.18, 14.29, -22.69], [30.60, 9.49, -21.88], [29.30, 8.74, -22.14], [29.38, 8.05, -23.49], [29.39, 9.07, -24.51], [29.54, 8.48, -25.79], [29.04, 7.79, -21.08], [30.86, 10.14, -22.72], [31.41, 8.77, -21.75], [30.54, 10.09, -20.97], [28.57, 9.56, -22.10], [28.45, 7.50, -23.66], [30.25, 7.40, -23.51], [29.38, 9.33, -26.46], [28.75, 7.79, -26.11], [30.53, 8.09, -26.06], [29.00, 8.23, -20.17], [28.24, 7.19, -21.15], [21.47, 12.02, -15.42], [20.65, 11.02, -16.25], [21.44, 10.29, -17.33], [20.95, 10.67, -18.61], [21.83, 10.62, -19.69], [19.97, 10.07, -15.40], [22.45, 11.60, -15.21], [20.85, 12.49, -14.67], [21.72, 12.81, -16.14], [19.89, 11.62, -16.77], [21.21, 9.22, -17.27], [22.53, 10.35, -17.28], [21.43, 11.11, -20.57], [22.14, 9.57, -19.85], [22.80, 11.09, -19.49], [19.11, 10.42, -14.97], [19.62, 9.23, -15.86], [27.45, 4.65, -15.07], [27.59, 6.05, -15.25], [28.45, 6.64, -14.31], [28.88, 8.04, -14.78], [30.03, 8.50, -14.03], [30.23, 9.97, -14.07], [30.34, 10.55, -15.46], [30.18, 11.96, -15.30], [30.41, 12.66, -16.48], [28.04, 4.20, -15.87], [26.43, 4.26, -15.03], [27.77, 4.21, -14.11], [29.35, 6.06, -14.08], [28.02, 6.70, -13.30], [28.02, 8.71, -14.66], [29.05, 8.03, -15.87], [30.90, 8.09, -14.34], [31.16, 10.16, -13.54], [29.42, 10.41, -13.48], [29.51, 10.14, -16.06], [31.23, 10.35, -16.07], [31.43, 12.59, -16.86], [30.13, 13.71, -16.39], [29.79, 12.28, -17.31], [26.79, 14.66, -15.61], [25.98, 14.62, -14.43], [24.64, 14.26, -14.65], [24.02, 14.11, -13.28], [22.57, 13.93, -13.34], [22.02, 13.32, -12.13], [22.28, 11.79, -12.11], [21.92, 11.21, -10.86], [20.55, 11.28, -10.56], [26.53, 15.62, -16.08], [26.70, 13.78, -16.25], [27.82, 14.67, -15.26], [24.52, 13.30, -15.17], [24.14, 14.98, -15.32], [24.23, 14.86, -12.51], [24.54, 13.23, -12.89], [22.13, 14.84, -13.43], [20.94, 13.50, -12.14], [22.43, 13.80, -11.23], [23.35, 11.66, -12.26], [21.79, 11.17, -12.86], [20.25, 12.32, -10.39], [20.52, 10.80, -9.58], [19.79, 10.89, -11.25], [33.14, 11.69, -24.42], [33.72, 12.56, -25.36], [33.56, 13.96, -25.16], [33.77, 14.55, -26.57], [35.24, 14.73, -26.87], [35.72, 13.75, -27.83], [35.18, 13.87, -29.23], [35.89, 13.20, -30.24], [36.87, 13.94, -30.92], [33.00, 10.70, -24.85], [32.22, 12.13, -24.02], [33.84, 11.54, -23.58], [34.39, 14.25, -24.51], [32.56, 14.18, -24.75], [33.29, 15.53, -26.64], [33.39, 13.78, -27.24], [35.63, 14.52, -25.96], [35.43, 12.74, -27.49], [36.81, 13.88, -27.76], [34.92, 14.91, -29.49], [34.17, 13.47, -29.30], [36.36, 14.83, -31.34], [37.21, 13.38, -31.79], [37.76, 14.17, -30.33], [23.93, 19.46, -21.41], [24.17, 18.27, -20.63], [23.11, 17.35, -20.76], [23.02, 16.47, -19.53], [21.73, 15.81, -19.41], [21.69, 14.58, -20.22], [20.71, 13.50, -19.77], [20.33, 12.74, -20.90], [19.76, 11.50, -20.54], [24.88, 19.98, -21.49], [23.05, 19.94, -20.98], [23.68, 19.22, -22.45], [23.24, 16.74, -21.67], [22.15, 17.84, -20.93], [22.99, 17.10, -18.63], [23.88, 15.81, -19.37], [21.46, 15.63, -18.46], [22.68, 14.08, -20.14], [21.72, 14.88, -21.27], [19.78, 14.04, -19.50], [21.01, 12.98, -18.86], [20.46, 10.96, -19.90], [19.61, 10.92, -21.45], [18.79, 11.52, -20.03], [28.46, 18.05, -21.39], [27.87, 17.19, -22.40], [26.50, 17.45, -22.79], [25.83, 16.30, -23.56], [26.34, 15.02, -22.99], [25.93, 13.93, -23.99], [26.96, 12.75, -24.07], [28.25, 13.23, -23.82], [29.16, 12.10, -23.89], [29.54, 17.93, -21.31], [28.04, 17.88, -20.40], [28.25, 19.05, -21.76], [26.44, 18.43, -23.27], [25.91, 17.59, -21.89], [26.16, 16.44, -24.59], [24.77, 16.37, -23.33], [25.80, 14.64, -22.23], [25.61, 14.27, -24.97], [25.09, 13.45, -23.48], [26.87, 12.27, -25.05], [26.62, 12.00, -23.35], [28.92, 11.50, -23.01], [30.20, 12.38, -23.71], [29.10, 11.64, -24.88], [28.12, 18.30, -17.24], [27.23, 19.18, -17.91], [25.92, 18.62, -18.05], [25.19, 18.32, -16.74], [25.36, 19.49, -15.87], [25.08, 19.23, -14.47], [25.85, 20.15, -13.52], [25.70, 19.67, -12.21], [26.23, 20.55, -11.25], [27.67, 17.35, -16.95], [28.62, 18.78, -16.40], [28.93, 17.96, -17.91], [25.99, 17.75, -18.70], [25.33, 19.41, -18.52], [25.64, 17.45, -16.25], [24.10, 18.26, -16.86], [26.33, 19.77, -16.01], [25.34, 18.20, -14.16], [24.00, 19.33, -14.36], [25.35, 21.12, -13.65], [26.91, 20.23, -13.79], [25.96, 20.23, -10.25], [25.97, 21.59, -11.45], [27.33, 20.53, -11.23]], "lowdin_spin": [1.73, 0.00, 0.00, 0.00, 0.00, 0.00, 0.00, 0.00, 0.05, 0.01, 0.00, 0.01, 0.00, 0.00, 0.00, 0.00, 0.00, 0.00, 0.00, 0.00, 0.00, 0.00, 0.00, 0.00, 0.00, 0.00, 0.00, 0.00, 0.00, 0.00, 0.00, 0.00, 0.00, 0.00, 0.00, 0.00, 0.00, 0.00, 0.00, 0.00, 0.00, 0.00, 0.00, 0.00, 0.00, 0.00, 0.00, 0.00, 0.00, 0.00, 0.00, 0.00, 0.00, 0.00, 0.00, 0.00, 0.00, 0.00, 0.00, 0.00, 0.00, 0.00, 0.00, 0.00, 0.00, 0.00, 0.00, 0.00, 0.00, 0.00, 0.00, 0.00, 0.00, 0.00, 0.00, 0.00, 0.00, 0.00, 0.00, 0.00, 0.00, 0.00, 0.00, 0.00, 0.00, 0.00, 0.00, 0.00, 0.00, 0.00, 0.00, 0.00, 0.00, 0.00, 0.00, 0.00, 0.00, 0.00, 0.00, 0.00, 0.00, 0.00, 0.00, 0.00, 0.00, 0.00, 0.00, 0.00, 0.00, 0.00, 0.00, 0.00, 0.00, 0.00, 0.00, 0.00, 0.00, 0.00, 0.00, 0.00, 0.00, 0.00, 0.00, 0.00, 0.00, 0.00, 0.00, 0.00, 0.00, 0.00, 0.00, 0.00, 0.00, 0.00, 0.00, 0.00, 0.00, 0.00, 0.00, 0.00, 0.00, 0.00, 0.00, 0.00, 0.00, 0.00, 0.00, 0.04, 0.00, 0.01, 0.08, 0.01, 0.00, 0.02, 0.00, 0.00, 0.00, 0.00, 0.00, 0.00, 0.00, 0.00, 0.00, 0.00, 0.00, 0.00, 0.00, 0.00, 0.00, 0.00, 0.00, 0.00, 0.00, 0.00, 0.00, 0.00, 0.00, 0.00, 0.00, 0.00, 0.00, 0.00, 0.00, 0.00, 0.00, 0.00, 0.00, 0.00, 0.00, 0.00, 0.00, 0.00, 0.00, 0.00], "total_charge": 1, "e_homo_ev": [-10.12, -10.12], "spin_multiplicity": 3, "gap_ha": [0.22081, 0.18155]}

---

No. 2
{"formula": "CH4CoO2", "method": "ωB97M-V/def2-TZVPD", "elements": ["H", "O", "Co", "O", "C", "H", "H", "H"], "positions_angstrom": [[3.12, -0.09, -1.13], [0.48, 0.77, -0.82], [2.14, 0.34, 0.10], [-0.76, 0.44, -0.75], [-1.16, -0.25, 0.45], [-2.20, -0.55, 0.27], [-0.52, -1.13, 0.59], [-1.10, 0.46, 1.29]], "lowdin_spin": [0.51, 0.68, 3.15, 0.58, 0.05, 0.00, 0.02, 0.02], "total_charge": 2, "e_homo_ev": [-22.68, -23.05], "spin_multiplicity": 6, "gap_ha": [0.39370, 0.27854]}

---

No. 3
{"formula": "C29H42Cl2IrN3O2PS", "method": "ωB97M-V/def2-TZVPD", "elements": ["Ir", "Cl", "C", "Cl", "H", "H", "C", "C", "C", "C", "C", "C", "C", "S", "O", "O", "N", "C", "C", "C", "C", "C", "C", "C", "C", "N", "C", "H", "H", "H", "H", "H", "H", "H", "H", "H", "H", "H", "H", "H", "C", "C", "C", "C", "P", "N", "C", "C", "C", "C", "C", "C", "C", "C", "H", "H", "H", "H", "H", "H", "H", "H", "H", "H", "H", "H", "H", "H", "H", "H", "H", "H", "H", "H", "H", "H", "H", "H", "H", "H", "H"], "positions_angstrom": [[0.66, 0.02, 0.33], [-1.65, 1.75, -0.16], [-2.36, 0.93, -1.58], [-1.29, -0.32, -2.19], [-2.51, 1.67, -2.36], [-3.29, 0.47, -1.27], [3.36, 4.85, -0.66], [3.26, 3.36, -0.88], [4.33, 2.52, -0.59], [4.25, 1.15, -0.78], [3.07, 0.61, -1.28], [1.99, 1.44, -1.61], [2.09, 2.80, -1.39], [2.98, -1.13, -1.55], [2.71, -1.37, -2.94], [4.13, -1.73, -0.94], [1.62, -1.46, -0.67], [1.25, -2.81, -0.45], [1.91, -3.92, -0.90], [1.42, -5.21, -0.59], [0.29, -5.40, 0.14], [-0.42, -4.27, 0.61], [-1.63, -4.35, 1.35], [-2.27, -3.22, 1.74], [-1.71, -1.97, 1.41], [-0.59, -1.86, 0.74], [0.06, -2.98, 0.32], [4.38, 5.15, -0.44], [2.73, 5.16, 0.17], [3.03, 5.40, -1.55], [5.26, 2.95, -0.22], [5.07, 0.49, -0.54], [1.15, 1.03, -2.15], [1.26, 3.45, -1.65], [2.81, -3.82, -1.49], [1.97, -6.07, -0.96], [-0.08, -6.39, 0.37], [-2.03, -5.33, 1.58], [-3.20, -3.26, 2.29], [-2.19, -1.05, 1.71], [3.95, 0.34, 2.74], [2.84, -0.27, 3.60], [2.52, -1.65, 2.99], [3.36, -0.46, 5.04], [1.36, 0.87, 3.49], [0.73, 0.81, 2.00], [1.82, 2.67, 3.75], [0.52, 3.49, 3.83], [2.57, 3.19, 2.51], [2.65, 2.93, 5.01], [-0.01, 0.32, 4.64], [-1.35, 0.95, 4.22], [0.26, 0.63, 6.12], [-0.18, -1.20, 4.48], [4.76, -0.39, 2.66], [4.38, 1.24, 3.18], [3.61, 0.58, 1.73], [3.45, -2.09, 2.64], [1.85, -1.60, 2.13], [2.09, -2.33, 3.72], [4.27, -1.05, 4.98], [2.66, -1.01, 5.66], [3.60, 0.47, 5.53], [-0.13, 3.31, 2.97], [0.80, 4.55, 3.81], [-0.03, 3.33, 4.74], [2.10, 2.87, 1.58], [3.61, 2.89, 2.48], [2.54, 4.28, 2.55], [2.18, 2.58, 5.92], [2.78, 4.02, 5.11], [3.65, 2.50, 4.94], [-1.45, 1.99, 4.53], [-2.15, 0.39, 4.71], [-1.51, 0.90, 3.15], [0.24, 1.70, 6.33], [1.21, 0.22, 6.47], [-0.53, 0.17, 6.71], [-0.32, -1.50, 3.44], [-1.08, -1.50, 5.03], [0.65, -1.76, 4.90]], "lowdin_spin": [2.40, 0.06, 0.00, 0.03, 0.00, 0.00, 0.00, 0.00, 0.03, 0.00, 0.05, 0.04, 0.03, 0.02, 0.02, 0.01, 0.18, 0.00, 0.03, 0.00, 0.03, 0.00, 0.01, 0.00, 0.02, 0.13, 0.01, 0.00, 0.00, 0.00, 0.00, 0.00, 0.01, 0.00, 0.00, 0.00, 0.00, 0.00, 0.00, 0.00, 0.00, 0.02, 0.00, 0.00, 0.13, 0.66, 0.02, 0.00, 0.01, 0.00, 0.02, 0.01, 0.00, 0.00, 0.00, 0.00, 0.00, 0.00, 0.00, 0.00, 0.00, 0.00, 0.00, 0.00, 0.00, 0.00, 0.00, 0.00, 0.00, 0.00, 0.00, 0.00, 0.00, 0.00, 0.00, 0.00, 0.00, 0.00, 0.00, 0.00, 0.00], "total_charge": 1, "e_homo_ev": [-10.20, -10.80], "spin_multiplicity": 5, "relative_energy_kj_mol": 0.00, "gap_ha": [0.27441, 0.25364]}